Entry 1:
Formula: C30H73N9O8PS
Source: the OMol25 dataset
Level of theory: the ωB97M-V functional and the def2-TZVPD basis

- Calculated total energy: -3021.0132 Ha
- Relative energy (zero: lowest compared OMol25 entry of this formula, charge and spin): 0.000 eV
- Net charge: +1
- Orbital gap: 8.74 eV

CARTESIAN COORDINATES (ANGSTROEM)
C1 -2.699 2.461 -0.704
C2 -1.508 2.579 -1.599
S1 -1.872 2.829 -3.302
C3 -2.441 1.201 -3.625
P1 -1.204 -0.095 -3.679
C4 -1.391 -1.038 -5.141
C5 0.499 0.503 -3.468
N1 1.111 0.124 -2.214
C6 1.250 -1.324 -2.230
H1 -2.669 3.228 0.041
H2 -2.689 1.530 -0.184
H3 -3.620 2.541 -1.242
H4 -0.863 1.733 -1.481
H5 -0.940 3.413 -1.312
H6 -2.881 1.251 -4.598
H7 -3.200 0.898 -2.931
H8 -1.439 -0.951 -2.635
H9 -2.140 -0.616 -5.772
H10 -0.452 -1.043 -5.650
H11 -1.634 -2.051 -4.876
H12 0.522 1.556 -3.656
H13 1.042 0.025 -4.256
H14 0.527 0.395 -1.427
H15 0.319 -1.845 -2.351
H16 1.702 -1.675 -1.323
H17 1.876 -1.610 -3.051
C7 -1.543 -5.999 -2.480
C8 -0.476 -4.945 -2.490
O1 -0.570 -3.869 -3.091
N2 0.652 -5.169 -1.791
C9 1.078 -6.315 -0.995
H18 -2.369 -5.654 -3.091
H19 -1.167 -6.932 -2.901
H20 -1.895 -6.178 -1.463
H21 1.292 -4.389 -1.827
H22 1.209 -5.983 0.035
H23 2.036 -6.677 -1.366
H24 0.352 -7.117 -1.007
C10 -1.430 -3.747 3.475
C11 -1.107 -4.323 2.113
O2 -1.119 -5.522 1.901
N3 -0.834 -3.448 1.101
C12 -0.857 -1.994 1.120
H25 -1.621 -4.575 4.147
H26 -0.589 -3.167 3.854
H27 -2.310 -3.105 3.459
H28 -0.620 -3.908 0.227
H29 -1.602 -1.629 0.405
H30 0.106 -1.571 0.849
H31 -1.113 -1.614 2.100
C13 0.847 7.206 -1.029
C14 -0.444 6.421 -0.948
O3 -0.599 5.518 -0.138
N4 -1.431 6.753 -1.815
C15 -1.430 7.776 -2.846
H32 1.519 6.813 -0.275
H33 1.309 7.104 -2.011
H34 0.678 8.265 -0.841
H35 -2.266 6.197 -1.703
H36 -2.220 8.507 -2.679
H37 -1.582 7.344 -3.835
H38 -0.480 8.296 -2.843
C16 1.369 1.555 3.457
C17 0.989 1.286 2.021
O4 -0.078 0.754 1.728
N5 1.870 1.642 1.059
C18 3.180 2.258 1.223
H39 0.572 1.215 4.104
H40 2.287 1.030 3.720
H41 1.523 2.620 3.630
H42 1.556 1.446 0.120
H43 3.226 3.226 0.726
H44 3.969 1.639 0.803
H45 3.381 2.403 2.277
C19 -4.074 -0.331 4.060
C20 -5.125 -1.324 4.531
O5 -4.939 -2.034 5.498
N6 -6.292 -1.394 3.825
C21 -6.686 -0.626 2.668
H46 -3.228 -0.411 4.732
H47 -3.744 -0.558 3.044
H48 -4.447 0.694 4.081
H49 -6.942 -2.077 4.187
H50 -7.588 -0.042 2.856
H51 -6.879 -1.267 1.804
H52 -5.891 0.061 2.413
C22 1.086 -7.632 -5.276
C23 0.170 -8.731 -4.767
O6 -0.981 -8.497 -4.427
N7 0.680 -9.981 -4.703
C24 2.012 -10.433 -5.064
H53 0.526 -6.703 -5.263
H54 1.969 -7.529 -4.645
H55 1.418 -7.834 -6.293
H56 0.024 -10.667 -4.358
H57 1.977 -11.179 -5.857
H58 2.527 -10.874 -4.212
H59 2.599 -9.593 -5.417
C25 1.845 3.255 7.866
C26 0.547 2.692 7.322
O7 0.530 1.917 6.379
N8 -0.598 3.084 7.931
C27 -0.758 3.987 9.055
H60 2.656 2.843 7.276
H61 1.866 4.342 7.796
H62 1.990 2.978 8.910
H63 -1.429 2.674 7.530
H64 -1.235 3.491 9.900
H65 -1.364 4.853 8.789
H66 0.214 4.342 9.377
C28 5.952 4.451 -2.421
C29 5.849 4.367 -0.911
O8 5.928 3.303 -0.319
N9 5.669 5.534 -0.239
C30 5.560 6.877 -0.779
H67 6.096 3.445 -2.796
H68 5.046 4.873 -2.857
H69 6.795 5.070 -2.727
H70 5.617 5.420 0.763
H71 6.351 7.525 -0.402
H72 4.603 7.334 -0.523
H73 5.639 6.842 -1.859

Cartesian forces (eV/Å) of the 3 atoms listed first:
-0.21 -0.12 0.28
-0.09 -0.14 0.14
0.26 0.84 -0.57

Entry 2:
Formula: C31H35ClN2Si2W
Source: the OMol25 dataset
Level of theory: the ωB97M-V functional and the def2-TZVPD basis

- Calculated total energy: -2417.3643 Ha
- Relative energy (zero: lowest compared OMol25 entry of this formula, charge and spin): 0.035 eV
- Multiplicity: 3
- Net charge: +2
- Orbital gap (alpha / beta): 6.10 / 6.42 eV

CARTESIAN COORDINATES (ANGSTROEM)
C1 2.400 0.083 0.150
C2 2.607 1.217 -0.690
C3 2.833 2.346 0.145
H1 2.689 1.226 -1.775
C4 2.686 1.924 1.515
C5 2.432 0.517 1.505
H2 2.413 -0.121 2.389
H3 2.356 -0.952 -0.187
H4 3.156 3.323 -0.204
H5 2.866 2.534 2.399
W1 0.644 2.012 0.579
Si1 -3.963 3.839 -0.086
C6 -4.032 4.288 -1.916
C7 -4.473 5.545 -2.345
H6 -4.896 6.243 -1.619
C8 -4.331 5.932 -3.683
H7 -4.646 6.926 -4.002
C9 -3.744 5.068 -4.614
H8 -3.589 5.388 -5.650
C10 -3.368 3.786 -4.207
H9 -2.926 3.084 -4.920
C11 -3.561 3.380 -2.880
H10 -3.318 2.350 -2.606
C12 -2.077 3.953 0.348
C13 -1.095 3.535 -0.732
H11 -1.370 3.931 -1.722
C14 0.360 3.925 -0.464
H12 1.003 4.052 -1.331
C15 0.908 4.071 0.932
H13 1.906 4.405 1.171
C16 -0.118 3.613 1.911
H14 0.175 3.602 2.963
C17 -1.428 4.213 1.593
H15 -2.005 4.647 2.415
H16 -1.205 2.438 -0.891
Si2 -0.267 5.337 0.567
C18 0.400 6.702 1.739
C19 1.182 7.701 1.147
H17 1.431 7.642 0.085
C20 1.604 8.803 1.896
H18 2.176 9.598 1.416
C21 1.270 8.886 3.254
H19 1.583 9.752 3.835
C22 0.532 7.861 3.857
H20 0.284 7.917 4.917
C23 0.097 6.763 3.101
H21 -0.497 5.981 3.584
C24 -0.833 6.503 -0.862
C25 -0.250 6.478 -2.131
H22 0.610 5.841 -2.358
C26 -0.756 7.314 -3.137
H23 -0.308 7.288 -4.133
C27 -1.823 8.173 -2.862
H24 -2.224 8.820 -3.641
C28 -2.394 8.199 -1.586
H25 -3.226 8.866 -1.365
C29 -1.902 7.351 -0.587
H26 -2.365 7.369 0.401
H27 -5.157 4.281 0.560
Cl1 -4.272 1.762 -0.053
N1 -0.432 0.411 -0.515
C30 -1.364 -0.365 0.364
C31 -0.792 -0.378 1.760
N2 -0.455 1.035 2.112
H28 -0.934 0.732 -1.345
H29 0.263 -0.224 -0.918
H30 -2.349 0.117 0.336
H31 -1.479 -1.380 -0.035
H32 -1.531 -0.759 2.476
H33 0.120 -0.980 1.830
H34 0.059 1.079 2.994
H35 -1.327 1.543 2.292

Cartesian forces (eV/Å) of the 3 atoms listed first:
0.15 0.36 0.56
0.16 0.34 0.28
0.46 -0.42 0.09

Entry 3:
Formula: C42H37NP2RhSi
Source: the OMol25 dataset
Level of theory: the ωB97M-V functional and the def2-TZVPD basis

- Calculated total energy: -2759.8391 Ha
- Relative energy (zero: lowest compared OMol25 entry of this formula, charge and spin): 4.292 eV
- Net charge: +1
- Orbital gap: 5.10 eV

CARTESIAN COORDINATES (ANGSTROEM)
Rh1 0.289 0.346 -0.798
C1 -1.724 -2.287 -0.401
P1 -1.877 -0.601 -1.207
C2 -3.542 -0.074 -0.681
C3 -3.606 0.911 0.299
C4 -4.833 1.355 0.756
C5 -5.998 0.812 0.239
C6 -5.935 -0.180 -0.727
C7 -4.712 -0.624 -1.196
C8 -2.038 -0.934 -2.984
C9 -2.872 -0.154 -3.784
C10 -2.903 -0.354 -5.152
C11 -2.077 -1.300 -5.737
C12 -1.217 -2.049 -4.951
C13 -1.191 -1.866 -3.581
C14 -0.400 -2.425 0.266
C15 0.214 -3.529 0.882
C16 1.413 -3.072 1.416
C17 1.506 -1.704 1.099
C18 2.551 -0.693 1.419
P2 1.929 0.998 0.924
C19 2.677 2.010 2.259
C20 1.904 2.582 3.257
C21 2.513 3.341 4.244
C22 3.886 3.526 4.232
C23 4.660 2.938 3.242
C24 4.058 2.182 2.254
C25 2.859 1.663 -0.482
C26 3.358 0.832 -1.448
C27 3.668 1.147 -2.803
C28 3.483 2.340 -3.415
C29 3.084 3.572 -2.732
C30 2.693 3.138 -0.647
N1 0.404 -1.343 0.409
H1 -1.884 -3.074 -1.145
H2 -2.522 -2.374 0.348
H3 -2.680 1.320 0.692
H4 -4.883 2.124 1.512
H5 -6.956 1.158 0.594
H6 -6.845 -0.609 -1.115
H7 -4.666 -1.390 -1.957
H8 -3.502 0.604 -3.339
H9 -3.572 0.228 -5.766
H10 -2.096 -1.451 -6.806
H11 -0.566 -2.781 -5.403
H12 -0.504 -2.437 -2.971
H13 -0.172 -4.529 0.924
H14 2.144 -3.647 1.949
H15 3.500 -0.909 0.917
H16 2.757 -0.686 2.496
H17 0.835 2.426 3.262
H18 1.917 3.790 5.024
H19 4.361 4.123 4.996
H20 5.732 3.066 3.240
H21 4.652 1.718 1.479
H22 3.503 -0.211 -1.188
H23 4.003 0.315 -3.406
H24 3.697 2.425 -4.470
H25 3.102 4.425 -3.408
H26 2.442 3.615 0.304
C31 -1.699 2.812 -6.217
C32 -2.232 3.492 -5.134
C33 -1.661 3.351 -3.883
C34 -0.552 2.533 -3.695
C35 -0.043 1.832 -4.783
C36 -0.600 1.986 -6.040
Si1 0.200 2.361 -1.941
C37 1.780 3.525 -1.836
C38 1.238 4.912 -1.796
C39 1.884 6.031 -1.436
C40 3.254 6.141 -1.009
C41 4.163 5.155 -1.026
C42 3.886 3.755 -1.409
H27 -2.142 2.923 -7.195
H28 -3.093 4.131 -5.264
H29 -2.079 3.885 -3.041
H30 0.799 1.168 -4.643
H31 -0.180 1.454 -6.881
H32 1.016 -0.337 -2.031
H33 0.228 5.013 -2.173
H34 1.334 6.961 -1.488
H35 3.566 7.127 -0.693
H36 5.176 5.366 -0.720
H37 4.792 3.150 -1.361

Cartesian forces (eV/Å) of the 3 atoms listed first:
-1.10 0.44 1.71
-0.02 0.10 0.12
0.94 -1.46 -0.84

Entry 4:
Formula: C14H29N
Source: the OMol25 dataset
Level of theory: the ωB97M-V functional and the def2-TZVPD basis

- Calculated total energy: -605.5257 Ha
- Relative energy (zero: lowest compared OMol25 entry of this formula, charge and spin): 1.736 eV
- Structure (SMILES): CCN(CC)C/C=C(\C)CCCC(C)C
- Net charge: 0
- Orbital gap: 8.45 eV

CARTESIAN COORDINATES (ANGSTROEM)
C1 0.682 -0.475 1.215
C2 -0.347 0.020 1.999
N1 2.865 -0.659 0.031
C3 -0.154 1.163 2.989
C4 2.107 0.011 1.116
C5 4.678 -2.192 0.712
C6 2.110 -0.015 -2.137
C7 -4.165 0.110 -2.046
C8 -3.375 2.557 -1.700
C9 -1.671 -0.620 1.806
C10 3.285 -2.087 0.098
C11 3.284 0.138 -1.154
C12 -2.186 -0.513 0.383
C13 -2.860 0.861 0.089
C14 -3.099 1.064 -1.430
H1 0.446 -1.283 0.541
H2 0.873 1.436 3.182
H3 -0.628 0.884 3.952
H4 -0.701 2.039 2.646
H5 2.637 -0.177 2.064
H6 2.060 1.089 1.003
H7 5.406 -1.655 0.085
H8 4.929 -3.241 0.820
H9 4.680 -1.691 1.713
H10 1.227 0.488 -1.777
H11 1.915 -1.086 -2.273
H12 2.399 0.395 -3.104
H13 -4.397 0.380 -3.072
H14 -3.723 -0.931 -2.066
H15 -5.069 0.122 -1.429
H16 -3.325 2.731 -2.792
H17 -2.646 3.153 -1.141
H18 -4.386 2.819 -1.367
H19 -1.570 -1.705 2.045
H20 -2.380 -0.212 2.529
H21 3.222 -2.547 -0.890
H22 2.612 -2.705 0.744
H23 4.203 -0.258 -1.552
H24 3.471 1.183 -0.896
H25 -2.917 -1.328 0.202
H26 -1.363 -0.669 -0.313
H27 -2.170 1.629 0.496
H28 -3.784 0.920 0.619
H29 -2.177 0.856 -1.940

Cartesian forces (eV/Å) of the 3 atoms listed first:
-1.75 1.18 1.66
3.45 -0.40 -1.47
0.26 0.53 0.19

Entry 5:
Formula: C14H28BINO3
Source: the OMol25 dataset
Level of theory: the ωB97M-V functional and the def2-TZVPD basis

- Calculated total energy: -1152.9412 Ha
- Net charge: +1
- Orbital gap: 5.22 eV

CARTESIAN COORDINATES (ANGSTROEM)
C1 5.252 -1.237 1.742
C2 4.620 -2.042 0.599
C3 4.419 -3.547 0.940
I1 5.650 -4.817 -0.266
B1 2.908 -3.895 0.795
C4 1.889 -3.551 1.957
C5 0.828 -2.503 1.722
O1 -0.209 -2.445 2.312
O2 1.094 -1.511 0.807
H1 5.008 -1.650 2.720
H2 4.917 -0.199 1.704
H3 6.336 -1.207 1.625
H4 3.652 -1.586 0.355
H5 5.221 -1.952 -0.303
H6 4.759 -3.713 1.964
H7 2.516 -4.434 -0.197
H8 2.414 -3.293 2.882
H9 1.309 -4.457 2.167
H10 1.537 -1.851 0.020
C6 -1.740 3.823 -0.961
C7 -2.936 2.878 -0.815
C8 -3.094 2.377 0.636
C9 -2.005 1.411 1.079
C10 -1.916 0.205 0.152
C11 -1.705 0.563 -1.330
N1 -2.779 1.600 -1.632
O3 -3.788 1.164 -2.081
C12 -0.285 1.096 -1.575
C13 -1.916 -0.645 -2.230
C14 -4.177 3.619 -1.287
H11 -1.944 4.703 -0.355
H12 -0.800 3.409 -0.617
H13 -1.620 4.147 -1.995
H14 -4.073 1.898 0.732
H15 -3.112 3.269 1.264
H16 -1.042 1.922 1.143
H17 -2.229 1.058 2.086
H18 -1.085 -0.434 0.452
H19 -2.834 -0.385 0.247
H20 -0.213 1.646 -2.513
H21 0.381 0.239 -1.641
H22 0.088 1.721 -0.770
H23 -2.868 -1.141 -2.049
H24 -1.122 -1.355 -2.012
H25 -1.861 -0.372 -3.284
H26 -4.113 3.865 -2.347
H27 -4.236 4.548 -0.724
H28 -5.094 3.059 -1.115

Cartesian forces (eV/Å) of the 3 atoms listed first:
0.11 0.17 -0.36
-0.17 0.00 0.12
0.12 0.00 0.08

Entry 6:
Formula: C3H7O2SSi
Source: the OMol25 dataset
Level of theory: the ωB97M-V functional and the def2-TZVPD basis

- Calculated total energy: -956.6238 Ha
- Relative energy (zero: lowest compared OMol25 entry of this formula, charge and spin): 2.225 eV
- Net charge: -1
- Orbital gap (alpha / beta): 7.39 / 6.63 eV

CARTESIAN COORDINATES (ANGSTROEM)
C1 0.118 -1.003 -1.583
C2 -0.717 -0.221 2.187
C3 0.532 0.174 -0.815
O1 -1.028 -1.427 -1.556
O2 1.018 -1.472 -2.492
Si1 -0.503 0.875 0.594
S1 2.210 0.374 -0.690
H1 -1.659 -0.027 2.636
H2 -0.514 -1.255 1.877
H3 -0.143 0.207 2.972
H4 -0.035 1.506 -2.291
H5 0.572 1.874 0.920
H6 -1.756 1.567 0.350
H7 1.906 -1.173 -2.108

Cartesian forces (eV/Å) of the 3 atoms listed first:
-1.19 0.27 -1.81
0.13 0.54 -1.88
-0.04 0.55 -0.42

Entry 7:
Formula: C6H10
Source: the OMol25 dataset
Level of theory: the ωB97M-V functional and the def2-TZVPD basis

- Calculated total energy: -234.4234 Ha
- Relative energy (zero: lowest compared OMol25 entry of this formula, charge and spin): 4.873 eV
- Net charge: 0
- Orbital gap: 8.47 eV

CARTESIAN COORDINATES (ANGSTROEM)
C1 1.339 1.484 -0.034
C2 0.837 0.074 -0.315
C3 0.190 -1.564 0.916
C4 -1.055 -1.251 0.098
C5 -1.634 0.091 0.397
C6 -0.619 -0.068 -0.710
H1 2.399 1.520 0.241
H2 1.218 2.089 -0.944
H3 0.760 1.978 0.754
H4 1.509 -0.469 -0.979
H5 0.756 -2.345 0.375
H6 0.880 -0.505 0.844
H7 -1.659 -2.059 -0.307
H8 -1.351 0.573 1.331
H9 -2.648 0.295 0.064
H10 -0.921 0.157 -1.731

Cartesian forces (eV/Å) of the 3 atoms listed first:
0.01 -0.03 0.09
0.00 0.10 -0.27
-0.21 -0.15 -0.31

Entry 8:
Formula: C9H14
Source: the OMol25 dataset
Level of theory: the ωB97M-V functional and the def2-TZVPD basis

- Calculated total energy: -351.3074 Ha
- Relative energy (zero: lowest compared OMol25 entry of this formula, charge and spin): 0.620 eV
- Structure (SMILES): Cc1ccccc1.CC
- Net charge: 0
- Orbital gap: 10.01 eV

CARTESIAN COORDINATES (ANGSTROEM)
C1 -3.286 0.599 -0.330
C2 -2.781 0.760 -1.783
H1 -3.875 1.487 -0.090
H2 -3.906 -0.287 -0.224
H3 -2.475 0.553 0.393
H4 -1.743 0.473 -1.916
H5 -2.813 1.816 -2.034
H6 -3.538 0.242 -2.396
C3 2.553 1.603 0.812
C4 1.517 -0.044 -0.709
C5 1.568 0.513 0.556
C6 0.713 -1.124 -1.056
C7 0.056 -1.735 0.007
C8 0.786 -0.104 1.557
C9 0.076 -1.296 1.317
H7 2.149 0.370 -1.495
H8 0.598 -1.585 -2.019
H9 2.416 2.469 0.172
H10 3.556 1.269 0.525
H11 -0.353 -2.699 -0.310
H12 0.813 0.384 2.518
H13 -0.464 -1.731 2.121
H14 2.468 1.960 1.834

Cartesian forces (eV/Å) of the 3 atoms listed first:
0.34 0.47 -0.21
-0.90 0.20 0.65
-0.18 -0.24 0.20

| no. | strongest force on any atom (hartree/bohr) |
| --- | --- |
| 1 | 0.03234 |
| 2 | 0.18546 |
| 3 | 0.06115 |
| 4 | 0.07325 |
| 5 | 0.04981 |
| 6 | 0.04240 |
| 7 | 0.00788 |
| 8 | 0.04467 |